(1)
A structure of composition C13H26NO3P2Pd, computed with ωB97M-V with the def2-TZVPD basis set.

```
46
Properties=species:S:1:pos:R:3
Pd -0.336 -0.107 0.084
P 1.907 -0.831 0.183
C 2.060 -1.579 -1.422
C 0.908 -1.719 -2.242
N -0.325 -1.317 -1.737
C -1.460 -1.472 -2.410
C -1.477 -2.233 -3.597
C -0.267 -2.648 -4.168
C 0.925 -2.289 -3.554
C -2.700 -0.804 -1.820
P -2.298 0.635 -0.789
H 1.887 -2.433 -4.057
H -2.456 -2.473 -3.986
H -0.300 -3.226 -5.102
H -3.364 -0.514 -2.629
H -3.219 -1.498 -1.154
H 3.927 2.451 -3.118
H 3.050 -1.669 -1.899
H 0.605 3.145 -1.679
O 2.983 2.785 -3.134
H 2.554 2.547 -3.980
H 0.046 2.532 0.581
O 0.316 3.605 -0.877
H 1.094 4.099 -0.545
C -2.395 1.996 -1.990
H -3.428 2.099 -2.358
H -2.065 2.913 -1.488
H -1.732 1.829 -2.847
C -3.757 0.947 0.243
H -3.518 1.718 0.986
H -4.604 1.302 -0.362
H -4.062 0.043 0.784
C 2.108 -2.306 1.252
H 3.130 -2.684 1.088
H 1.926 -2.076 2.315
H 1.382 -3.056 0.899
C 3.130 0.415 0.755
H 2.807 0.779 1.743
H 4.122 -0.049 0.855
H 3.191 1.280 0.079
C -0.509 0.660 3.085
C -0.288 0.934 1.677
O 0.019 2.224 1.520
H -1.609 0.508 3.195
H -0.158 1.636 3.492
H 0.109 -0.221 3.350
```

Computed properties:
Expectation value of S²: 2.0405
2S+1: 3
Net charge: +1
HOMO-LUMO gap (spin up / spin down): 0.19581 / 0.25967 Eh
Highest occupied orbital energy (spin up / spin down): -7.605 / -11.656 eV
Strongest force on any atom: 0.0401 Eh/bohr

Mulliken atomic charge list, values in e, 5 entries: atom 1 (Pd): -0.078, atom 2 (P): 0.978, atom 3 (C): -1.250, atom 4 (C): 1.024, atom 5 (N): -0.136

=====

(2)
A structure of composition C20H20N4OPtS, computed with ωB97M-V with the def2-TZVPD basis set.

```
47
Properties=species:S:1:pos:R:3
Pt 0.517 1.047 -0.332
O 2.345 1.847 0.165
C 2.823 3.129 -0.481
C 1.617 3.847 -1.016
C 0.827 4.559 0.066
C -0.155 3.771 0.907
C -0.871 4.519 1.846
C -1.815 3.948 2.665
C -2.055 2.579 2.546
C -1.336 1.869 1.630
N -0.384 2.442 0.829
H 3.112 1.267 0.256
H 3.535 2.854 -1.256
H 3.328 3.666 0.319
H 0.973 3.116 -1.523
H 1.915 4.542 -1.800
H 0.271 5.391 -0.373
H 1.510 5.028 0.781
H -0.665 5.581 1.902
H -2.362 4.550 3.380
H -2.791 2.075 3.157
H -1.487 0.808 1.507
N -0.317 -3.373 -0.582
C 0.512 -4.300 -0.026
C 0.221 -5.656 -0.061
C 1.116 -6.528 0.524
C 2.315 -6.085 1.178
C 2.621 -4.761 1.254
C 1.726 -3.834 0.648
S 2.036 -2.218 0.716
N 0.896 -1.443 -0.083
C -0.165 -2.032 -0.637
C -1.223 -1.200 -1.250
C -2.272 -1.766 -1.953
C -3.258 -0.960 -2.527
C -3.150 0.404 -2.383
C -2.068 0.925 -1.671
N -1.124 0.162 -1.117
H -1.171 -3.750 -0.990
H -0.680 -6.025 -0.538
H 0.912 -7.594 0.495
H 2.974 -6.828 1.613
H 3.519 -4.409 1.751
H -2.358 -2.833 -2.111
H -4.077 -1.406 -3.077
H -3.880 1.082 -2.807
H -1.956 1.992 -1.540
```

Computed properties:
2S+1: 1
Net charge: +4
HOMO-LUMO gap: 0.15279 Eh
Highest occupied orbital energy: -20.468 eV
Strongest force on any atom: 0.0193 Eh/bohr

natural (NBO) atomic charge list, values in e, 5 entries: atom 1 (Pt): 0.988, atom 2 (O): -0.737, atom 3 (C): -0.057, atom 4 (C): -0.448, atom 5 (C): -0.466

=====

(3)
The molecule C2H4FPS, computed with ωB97M-V with the def2-TZVPD basis set.

```
9
Properties=species:S:1:pos:R:3
C 1.255 0.116 -0.411
C -0.005 -0.237 0.166
F 3.615 1.445 0.216
P 2.555 -1.243 0.155
S 4.257 -0.065 -0.175
H 1.521 1.152 -0.691
H -0.762 0.089 -0.444
H -0.034 0.458 1.053
H -0.077 -1.261 0.456
```

Computed properties:
2S+1: 1
Net charge: 0
HOMO-LUMO gap (spin up / spin down): 0.27921 / 0.26898 Eh
Highest occupied orbital energy (spin up / spin down): -8.107 / -8.251 eV
Strongest force on any atom: 0.1184 Eh/bohr

natural (NBO) atomic charge list, values in e, 5 entries: atom 1 (C): -0.305, atom 2 (C): -0.704, atom 3 (F): -0.502, atom 4 (P): 0.294, atom 5 (S): 0.309

=====

(4)
A cluster of 2 separate species, C40H53BO2S in total, computed with ωB97M-V with the def2-TZVPD basis set.

```
97
Properties=species:S:1:pos:R:3
C -4.971 2.465 4.936
C -4.359 1.575 3.898
C -3.605 0.460 4.250
C -3.066 -0.408 3.302
C -2.319 -1.578 3.880
C -3.272 -0.148 1.928
C -2.815 -1.129 0.832
C -3.544 -2.480 1.014
C -1.272 -1.339 0.699
C -0.422 -0.142 0.725
C 0.403 0.229 1.804
C 0.380 1.617 2.236
C -0.737 2.510 1.789
C 1.295 2.076 3.180
C 2.228 1.219 3.778
C 3.297 1.765 4.678
C 2.165 -0.147 3.475
C 1.269 -0.674 2.541
C 1.243 -2.164 2.359
C -3.974 1.026 1.568
C -4.153 1.427 0.124
C -4.517 1.855 2.545
H -5.341 3.381 4.465
H -5.820 1.997 5.456
H -4.230 2.722 5.703
H -3.440 0.246 5.306
H -1.622 -2.064 3.194
H -1.715 -1.236 4.736
H -3.005 -2.346 4.276
H -3.136 -0.720 -0.142
H -4.633 -2.340 1.001
H -3.263 -3.187 0.225
H -3.305 -2.935 1.980
H -0.954 -2.024 1.491
H -1.062 -1.818 -0.281
H -0.642 0.580 -0.056
H -0.569 3.544 2.115
H -0.918 2.534 0.705
H -1.675 2.159 2.244
H 1.291 3.127 3.494
H 3.725 0.968 5.291
H 4.112 2.209 4.091
H 2.925 2.546 5.347
H 2.842 -0.829 4.005
H 2.191 -2.611 2.708
H 0.462 -2.641 2.974
H 1.080 -2.461 1.314
H -4.664 2.404 0.072
H -3.183 1.549 -0.395
H -4.764 0.697 -0.434
H -5.096 2.733 2.246
C -1.514 -4.825 -5.097
C -0.787 -3.704 -4.411
C -1.440 -2.756 -3.614
C -0.701 -1.834 -2.853
C 0.694 -1.821 -2.887
B 1.590 -0.644 -2.104
C 0.652 0.735 -2.558
C -0.035 1.842 -2.106
C -0.233 2.867 -3.118
C 0.280 2.526 -4.357
C 0.492 3.314 -5.603
S 0.848 0.887 -4.292
O 1.918 -0.606 -0.728
C 3.238 -0.054 -0.625
C 3.204 1.239 0.164
C 4.092 -1.015 0.197
C 3.746 0.127 -2.139
C 3.767 1.567 -2.608
C 5.119 -0.440 -2.491
O 2.790 -0.573 -2.907
C 1.334 -2.695 -3.771
C 0.595 -3.586 -4.557
H -0.836 -5.329 -5.787
H -1.901 -5.570 -4.395
H -2.369 -4.464 -5.671
H -2.532 -2.756 -3.555
H -1.209 -1.084 -2.246
H -0.412 1.970 -1.101
H -0.692 3.836 -2.916
H -0.118 4.224 -5.611
H 1.557 3.601 -5.701
H 0.234 2.695 -6.477
H 4.240 1.554 0.363
H 2.665 2.051 -0.339
H 2.717 1.066 1.126
H 4.998 -0.487 0.518
H 3.538 -1.324 1.094
H 4.387 -1.901 -0.375
H 4.591 2.100 -2.112
H 3.943 1.580 -3.694
H 2.816 2.071 -2.416
H 5.869 0.042 -1.851
H 5.155 -1.529 -2.393
H 5.349 -0.172 -3.529
H 2.417 -2.684 -3.878
H 1.100 -4.242 -5.264
```

Computed properties:
2S+1: 1
Net charge: 0
HOMO-LUMO gap: 0.15923 Eh
Highest occupied orbital energy: -6.800 eV
Strongest force on any atom: 0.0738 Eh/bohr

Mulliken atomic charge list, values in e, 5 entries: atom 1 (C): -1.496, atom 2 (C): 0.634, atom 3 (C): -1.003, atom 4 (C): 1.736, atom 5 (C): -1.802

=====

(5)
A structure of composition C14H22GeIN4O2OsSe, computed with ωB97M-V with the def2-TZVPD basis set.

```
46
Properties=species:S:1:pos:R:3
Os -0.245 -0.977 -0.407
O 1.615 -1.088 -0.370
N 2.202 -1.662 0.706
N 1.359 -2.080 1.523
O 0.044 -1.901 1.291
C 1.726 -2.783 2.716
C 0.811 -2.834 3.767
C 1.199 -3.495 4.914
C 2.462 -4.081 4.995
C 3.355 -4.011 3.927
C 2.997 -3.359 2.766
H -0.154 -2.354 3.707
H 0.521 -3.547 5.754
H 2.754 -4.598 5.900
H 4.329 -4.474 3.998
H 3.672 -3.313 1.922
C -0.673 4.904 -0.611
Ge 0.448 4.062 -1.962
C -0.082 4.441 -3.778
C 2.332 4.157 -1.536
C 0.076 1.954 -1.870
Se -0.414 1.452 -0.100
C -2.347 1.747 -0.142
H -0.293 5.920 -0.485
H -0.622 4.442 0.378
H -1.713 4.992 -0.927
H 0.067 5.507 -3.961
H -1.134 4.217 -3.949
H 0.531 3.895 -4.495
H 2.598 5.202 -1.369
H 2.941 3.787 -2.360
H 2.580 3.603 -0.630
H 1.035 1.484 -2.096
H -0.704 1.675 -2.578
H -2.444 2.830 -0.206
H -2.768 1.386 0.792
H -2.772 1.264 -1.017
I -4.319 -3.724 -3.987
C -3.210 -3.074 -2.390
C -3.257 -3.621 -1.079
N -2.408 -2.972 -0.315
N -1.788 -1.962 -1.019
C -2.289 -2.073 -2.312
H -3.863 -4.430 -0.693
H -2.224 -3.100 0.673
H -1.931 -1.408 -3.085
```

Computed properties:
2S+1: 1
Net charge: +3
HOMO-LUMO gap: 0.19043 Eh
Highest occupied orbital energy: -17.586 eV
Strongest force on any atom: 0.0090 Eh/bohr

natural (NBO) atomic charge list, values in e, 5 entries: atom 1 (Os): 1.218, atom 2 (O): -0.382, atom 3 (N): 0.192, atom 4 (N): 0.237, atom 5 (O): -0.440

=====

(6)
The molecule C19H23N3O7S, computed with ωB97M-V with the def2-TZVPD basis set.

```
53
Properties=species:S:1:pos:R:3
C -6.201 -2.836 1.558
H -6.264 -1.901 1.996
O -5.453 -2.542 0.206
C -4.322 -2.113 0.189
C -3.644 -1.853 1.193
C -2.466 -1.203 1.255
C -1.949 -1.091 0.115
C -2.570 -1.347 -1.305
C -3.855 -1.900 -1.147
H -4.324 -2.301 -1.921
H -2.141 -1.057 -2.129
S -0.393 -0.046 -0.340
O 0.420 -0.856 -1.490
O 0.406 -0.038 1.065
N -0.706 1.401 -0.717
C -0.967 1.823 -1.824
C -2.315 2.122 -2.091
C -2.735 3.230 -0.960
H -2.000 4.306 -1.226
O -2.513 2.769 0.363
C -1.221 2.261 0.372
C -0.265 3.494 0.886
N 1.086 2.926 1.216
C 1.893 2.307 0.464
O 1.994 2.637 -1.150
C 3.047 1.379 0.996
O 3.066 1.150 2.217
N 3.746 0.813 0.116
H 3.398 0.700 -0.722
C 4.689 -0.388 0.640
C 4.379 -1.573 -0.092
C 3.210 -2.227 -0.733
C 3.613 -3.479 -0.992
C 4.860 -3.825 -0.686
O 5.339 -2.655 -0.073
H 5.593 -4.326 -0.733
H 2.966 -4.219 -1.668
H 2.293 -1.697 -0.460
H 5.658 -0.003 0.317
H 4.473 -0.270 1.758
H 1.237 2.355 2.258
H -0.673 4.143 1.737
H -0.045 3.911 -0.159
H -1.277 1.506 1.394
H -3.863 3.606 -1.129
H -2.851 1.352 -2.069
H -2.405 2.632 -3.080
H -0.079 2.536 -2.126
H -0.592 1.108 -2.690
H -1.970 -0.743 2.114
H -4.058 -1.742 2.286
H -5.654 -3.472 2.061
H -7.024 -3.229 1.137
```

Computed properties:
2S+1: 1
Net charge: 0
HOMO-LUMO gap: 0.30715 Eh
Highest occupied orbital energy: -8.044 eV
Strongest force on any atom: 0.3354 Eh/bohr

natural (NBO) atomic charge list, values in e, 5 entries: atom 1 (C): -0.210, atom 2 (H): 0.190, atom 3 (O): -0.466, atom 4 (C): 0.311, atom 5 (C): -0.334